Entry 1:
This record from the OMol25 dataset describes a structure of composition C11H17NP in a non-equilibrium geometry. The level of theory is ωB97M-V/def2-TZVPD.

Calculated values
Calculated total energy ... -825.09678 Eh
Spin multiplicity ... 1
Gap between HOMO and LUMO ... 8.1 eV
E_HOMO ... -12.6 eV
Energy above the lowest of the compared OMol25 structures with the same formula, charge and spin ... 15.88 kcal/mol
Charge ... +1

Each line ends with the natural charge from an NBO analysis.
CARTESIAN COORDINATES (ANGSTROEM)
C 1.342 1.098 -0.266  0.2102
C -0.683 -0.003 -0.090  0.0949
C 0.362 -0.852 -0.138  0.0894
C 4.330 0.267 0.410  -0.8920
C -2.080 -0.440 0.022  -0.4624
C 0.259 -2.348 -0.041  -0.4592
C -2.205 -1.982 -0.362  -0.3992
C -1.097 -2.753 0.455  -0.3875
C -0.191 1.446 -0.165  -0.1337
C -0.748 2.292 -1.282  -0.5985
C -0.380 2.250 1.129  -0.6082
N 1.544 -0.129 -0.245  -0.4197
P 3.659 -0.562 -0.833  0.9885
H 2.050 1.835 -0.224  0.2050
H 5.508 0.499 0.269  0.3032
H 3.815 0.874 1.110  0.2570
H -2.470 -0.215 1.012  0.2377
H -2.628 0.347 -0.565  0.2343
H 0.470 -2.743 -0.997  0.2252
H 1.030 -2.878 0.539  0.2348
H -3.137 -2.571 -0.090  0.2391
H -2.082 -2.047 -1.457  0.2092
H -1.213 -3.881 0.358  0.2373
H -1.384 -2.429 1.571  0.2142
H -1.881 2.332 -1.365  0.2419
H -0.430 1.986 -2.231  0.2235
H -0.356 3.258 -1.148  0.2232
H 0.026 3.203 1.095  0.2229
H 0.019 1.788 2.112  0.2276
H -1.451 2.358 1.416  0.2414

Entry 2:
This record from the OMol25 dataset describes a cluster of 7 separate species, C9H32N4O7 in total in a non-equilibrium geometry. The level of theory is ωB97M-V/def2-TZVPD.

Calculated values
Calculated total energy ... -1107.60640 Eh
SMILES ... NC(N)=O.NC(N)=O.CCO.CCO.CO.CO.CO
Spin multiplicity ... 1
Gap between HOMO and LUMO ... 9.2 eV
E_HOMO ... -9.4 eV
Energy above the lowest of the compared OMol25 structures with the same formula, charge and spin ... 130.05 kcal/mol
Charge ... 0

Each line ends with the natural charge from an NBO analysis.
CARTESIAN COORDINATES (ANGSTROEM)
N -1.576 -3.958 -0.659  -0.8384
C -0.416 -4.105 0.023  0.7315
N -0.439 -3.419 1.159  -0.8404
O 0.619 -4.935 -0.405  -0.6870
H -1.686 -4.225 -1.671  0.4251
H -2.303 -3.232 -0.431  0.3940
H 0.366 -3.395 1.784  0.4282
H -1.270 -2.933 1.580  0.4015
N -1.743 1.493 -0.175  -0.7939
C -0.851 2.149 0.540  0.7200
N -1.392 3.292 0.713  -0.7667
O 0.465 2.038 0.240  -0.6970
H -2.487 0.947 0.290  0.3743
H -1.248 0.757 -0.668  0.4055
H -1.875 3.120 1.676  0.3661
H -0.554 3.900 0.920  0.3851
C 1.678 -0.943 -0.779  -0.6419
C 0.341 -0.939 -1.530  -0.0697
O -0.659 -1.103 -0.555  -0.7787
H 1.691 -0.388 0.132  0.2330
H 2.461 -0.572 -1.450  0.2128
H 1.997 -1.902 -0.507  0.2041
H 0.332 -1.805 -2.174  0.1649
H 0.022 -0.044 -2.057  0.1890
H -0.568 -1.988 -0.245  0.4765
C 3.215 0.768 1.865  -0.6482
C 3.510 0.754 3.378  -0.0628
O 3.395 2.037 3.951  -0.7171
H 4.070 1.184 1.315  0.2090
H 2.400 1.446 1.595  0.2421
H 3.123 -0.352 1.589  0.1958
H 4.505 0.364 3.553  0.1667
H 2.908 0.074 3.856  0.1544
H 2.461 2.216 4.074  0.4608
C -0.080 3.635 -2.761  -0.2605
O -1.314 2.901 -2.683  -0.7372
H -0.277 4.719 -2.651  0.1750
H 0.222 3.581 -3.785  0.1566
H 0.738 3.296 -2.127  0.1840
H -1.224 2.102 -3.182  0.4777
C -2.800 -0.662 -3.260  -0.2418
O -2.021 0.354 -3.717  -0.7198
H -2.634 -0.881 -2.214  0.1854
H -2.646 -1.619 -3.778  0.1498
H -3.884 -0.445 -3.469  0.1597
H -2.400 0.612 -4.524  0.4739
C -0.299 -0.385 2.597  -0.2461
O -0.198 -0.973 3.899  -0.7246
H -1.255 -0.443 2.170  0.1496
H 0.306 -0.947 1.938  0.1730
H 0.008 0.656 2.713  0.1930
H -0.732 -1.801 3.908  0.4534

Entry 3:
This record from the OMol25 dataset describes a cluster of 2 separate species, C3H6N2O in total in a non-equilibrium geometry. The level of theory is ωB97M-V/def2-TZVPD.

Calculated values
Calculated total energy ... -302.47094 Eh
Spin multiplicity ... 1
Gap between HOMO and LUMO ... 9.1 eV
E_HOMO ... -8.7 eV
Energy above the lowest of the compared OMol25 structures with the same formula, charge and spin ... 139.40 kcal/mol
Charge ... 0

Each line ends with the natural charge from an NBO analysis.
CARTESIAN COORDINATES (ANGSTROEM)
C 1.997 0.260 0.565  -0.3911
C 1.320 0.689 -0.497  -0.0219
C 0.023 -0.910 -1.969  0.3152
N 0.730 -0.130 -1.375  -0.5344
N -2.461 -0.828 0.404  -0.5489
O -2.036 -0.138 -0.740  -0.6623
H 2.258 0.957 1.297  0.1999
H 1.741 -0.684 1.088  0.2093
H 1.336 1.793 -0.720  0.2217
H -1.887 -0.540 -1.670  0.4878
H -3.458 -0.861 0.281  0.3592
H -1.915 -0.355 1.088  0.3656

Entry 4:
This record from the OMol25 dataset describes a cluster of 7 separate species, C28H72B2F8N5O3 in total in a non-equilibrium geometry. The level of theory is ωB97M-V/def2-TZVPD.

Calculated values
Calculated total energy ... -2457.74276 Eh
Spin multiplicity ... 1
Gap between HOMO and LUMO ... 10.0 eV
E_HOMO ... -15.6 eV
Charge ... +3

Each line ends with the Mulliken charge.
CARTESIAN COORDINATES (ANGSTROEM)
C 1.173 -4.515 3.451  -1.5920
C 1.495 -4.950 2.068  0.4880
C 0.276 -5.441 1.370  -0.9213
O 0.571 -5.615 -0.011  -0.3657
C 1.175 -6.901 -0.203  -0.7528
N 2.063 -3.833 1.269  -0.0887
H 1.749 -4.076 0.295  0.3323
H 1.640 -2.923 1.529  0.3454
H 3.090 -3.779 1.177  0.3691
H 2.011 -4.375 4.114  0.3703
H 0.547 -5.221 3.951  0.4370
H 0.570 -3.618 3.386  0.4188
H 2.182 -5.808 2.020  0.2737
H -0.539 -4.687 1.325  0.3117
H -0.040 -6.365 1.833  0.4740
H 0.391 -7.552 -0.558  0.2718
H 1.717 -7.235 0.650  0.4135
H 1.840 -6.678 -1.047  0.2497
C -3.856 3.305 0.354  -1.4440
C -3.319 3.102 -1.034  0.7048
C -4.079 3.786 -2.128  -0.8854
O -3.360 3.626 -3.351  -0.2960
C -3.999 4.028 -4.566  -0.8568
N -1.908 3.626 -1.017  -0.1633
H -1.394 3.006 -0.333  0.3475
H -1.416 3.437 -1.921  0.2505
H -1.788 4.592 -0.718  0.4193
H -4.939 3.272 0.348  0.4235
H -3.454 4.290 0.628  0.4001
H -3.485 2.542 1.018  0.3033
H -3.171 2.052 -1.305  0.0216
H -4.227 4.803 -1.809  0.4524
H -5.093 3.328 -2.246  0.4212
H -4.564 3.216 -5.004  0.2740
H -3.185 4.341 -5.256  0.2324
H -4.603 4.870 -4.370  0.4601
C 4.922 3.445 -0.658  -1.4713
C 5.499 2.495 -1.694  0.1653
C 6.964 2.978 -1.920  -0.8696
O 7.741 2.731 -0.787  -0.3395
C 9.136 3.014 -1.084  -0.6867
N 5.376 1.163 -1.146  -0.1532
H 6.164 0.924 -0.530  0.4227
H 4.577 1.021 -0.548  0.2379
H 5.355 0.342 -1.719  0.3288
H 5.410 3.210 0.275  0.4505
H 3.871 3.311 -0.458  0.3637
H 5.103 4.507 -0.818  0.4048
H 5.027 2.520 -2.669  0.3119
H 6.950 4.060 -2.043  0.4279
H 7.373 2.480 -2.787  0.5107
H 9.782 2.790 -0.227  0.2572
H 9.290 4.063 -1.377  0.2894
H 9.397 2.337 -1.954  0.3013
C -4.438 -2.088 6.970  -1.4665
C -4.454 -0.589 6.931  -0.0216
C -3.000 -0.211 6.960  -0.7912
N -2.715 1.261 6.739  0.1539
C -3.313 2.100 7.828  -0.9798
C -3.191 1.763 5.373  -0.6398
C -2.128 1.312 4.350  -0.1282
C -0.914 0.882 5.230  -1.0072
C -1.265 1.447 6.578  -0.5926
H -4.316 -2.454 5.950  0.3596
H -5.309 -2.528 7.437  0.3893
H -3.599 -2.501 7.533  0.3525
H -5.007 -0.234 7.801  0.3856
H -4.991 -0.290 6.034  0.1820
H -2.539 -0.711 6.138  0.2857
H -2.549 -0.571 7.877  0.3852
H -4.415 1.931 7.812  0.3537
H -3.010 3.129 7.698  0.4784
H -2.945 1.744 8.778  0.3644
H -3.258 2.825 5.520  0.4594
H -4.176 1.295 5.213  0.2452
H -1.870 2.128 3.695  0.2430
H -2.452 0.458 3.763  0.2148
H 0.062 1.190 4.941  0.5573
H -0.947 -0.197 5.281  0.2925
H -1.134 2.506 6.527  0.4761
H -0.735 1.125 7.433  0.4412
C 1.201 -3.344 -4.084  -1.4655
C 0.074 -2.412 -4.251  0.4448
C 0.508 -0.964 -4.703  -1.2590
N -0.598 -0.129 -5.303  0.3273
C -0.156 1.283 -5.490  -1.0418
C -1.046 -0.816 -6.596  -0.5347
C -2.490 -0.926 -6.572  -0.5709
C -2.836 -1.143 -5.078  -0.7560
C -1.856 -0.146 -4.403  -0.1213
H 0.893 -4.393 -3.913  0.3577
H 1.774 -3.106 -3.231  0.2001
H 1.951 -3.273 -4.907  0.3437
H -0.313 -2.310 -3.198  0.1069
H -0.658 -2.913 -4.923  0.2617
H 1.232 -0.983 -5.588  0.5092
H 1.007 -0.395 -3.949  0.5790
H 0.093 1.657 -4.500  0.1759
H -1.031 1.707 -5.889  0.5498
H 0.734 1.225 -6.106  0.3775
H -0.647 -0.142 -7.362  0.3234
H -0.518 -1.788 -6.602  0.3401
H -2.882 0.004 -7.001  0.3414
H -2.783 -1.789 -7.199  0.4002
H -3.859 -0.881 -4.809  0.4226
H -2.700 -2.161 -4.742  0.3250
H -2.254 0.860 -4.334  0.4863
H -1.498 -0.328 -3.400  -0.1705
B 4.325 -2.062 -0.283  0.5294
F 3.731 -1.441 0.914  -0.4559
F 3.532 -1.701 -1.355  -0.2672
F 5.675 -1.578 -0.517  -0.3860
F 4.379 -3.433 -0.061  -0.3945
B -0.464 0.790 -0.963  0.5162
F 0.918 0.635 -0.853  -0.3013
F -0.948 1.488 0.242  -0.5131
F -0.767 1.564 -2.079  -0.3800
F -1.123 -0.418 -1.070  -0.3450